Formula: C31H38GeN7O4STl
Source: OMol25
Level of theory: ωB97M-V/def2-TZVPD

Summary:
- LUMO level (eV) = -5.24
- relative energy (zero: lowest compared OMol25 entry of this formula, charge and spin) (kJ/mol) = 139.2
- orbital gap (eV) = 7.5
- total energy (eV) = -123418.9526
- HOMO level (eV) = -12.8
- 2S+1 = 1
- charge = +2

Each line ends with the Mulliken charge.
Atoms and positions in Å:
Tl1 -1.41457 0.07774 1.11274  0.90
O1 1.85794 -1.39725 4.82291  -0.49
C1 1.31866 -1.13550 3.63426  0.00
O2 0.20054 -1.44468 3.31002  -0.35
C2 2.26355 -0.38630 2.73279  0.48
C3 3.37385 0.29128 3.21858  -0.72
C4 4.15103 1.00298 2.31707  -0.97
C5 3.80603 0.99094 0.97707  -1.17
C6 2.69461 0.24880 0.59486  0.78
N1 1.93159 -0.41622 1.44835  0.38
C7 2.28269 0.07110 -0.83140  0.39
O3 3.11203 0.30694 -1.80828  -0.26
O4 1.24773 -0.57649 -1.08533  0.00
H1 1.20140 -1.86668 5.36147  0.39
H2 3.61231 0.26897 4.27182  0.54
H3 5.01125 1.56363 2.65532  0.49
H4 4.38806 1.57219 0.27313  0.41
H5 3.87822 0.82427 -1.52074  0.30
N2 -3.49659 -1.48808 1.79387  -0.22
C8 -4.77393 -0.76714 1.71857  -0.46
C9 -4.93477 -0.10871 0.36194  -0.75
N3 -3.93538 0.95397 0.18850  -0.39
H6 -3.49294 -2.26675 1.14065  0.01
H7 -3.37080 -1.88817 2.71778  0.22
H8 -4.77141 0.00027 2.49713  0.21
H9 -5.63255 -1.41752 1.90817  0.42
H10 -5.96163 0.25402 0.26004  0.38
H11 -4.77982 -0.85150 -0.42523  0.37
H12 -4.13873 1.71623 0.82714  0.14
H13 -3.97713 1.34101 -0.74720  0.23
C10 -3.95709 3.46202 5.69743  -0.87
N4 -3.30927 2.37987 4.96963  0.13
C11 -2.95414 1.15717 5.47807  -0.72
C12 -2.34036 0.49078 4.46017  -0.51
N5 -2.31353 1.28247 3.33621  0.01
C13 -2.90286 2.40677 3.68540  -0.40
H14 -4.78572 3.06534 6.27878  0.34
H15 -4.34269 4.18551 4.98390  0.31
H16 -3.24742 3.95233 6.36084  0.32
H17 -3.16455 0.88384 6.49711  0.47
H18 -1.91307 -0.49840 4.46683  0.46
H19 -3.04956 3.27045 3.05609  0.43
C14 0.76900 6.22657 -4.19543  -1.41
C15 0.82910 4.75802 -3.94916  0.69
C16 0.71931 3.79115 -4.90738  -0.91
C17 0.79170 2.44520 -4.50313  1.04
N6 0.94369 2.08130 -3.23775  -0.05
C18 1.04464 3.02713 -2.29198  -0.12
S1 1.24794 2.66884 -0.65449  -0.43
N7 0.99546 4.34386 -2.67164  0.04
C19 0.68682 1.34197 -5.50484  -1.16
H20 0.86451 6.43874 -5.25651  0.37
H21 1.56563 6.74408 -3.66037  0.40
H22 -0.18678 6.62355 -3.84892  0.32
H23 0.59125 4.05864 -5.94482  0.41
H24 1.09813 5.02346 -1.92854  0.28
H25 0.75419 1.70717 -6.52637  0.38
H26 -0.27163 0.83542 -5.37610  0.25
H27 1.46990 0.60739 -5.32229  0.24
Ge1 1.05017 -2.14091 -2.16690  0.74
C20 2.81922 -2.87042 -2.10616  0.12
C21 3.38010 -3.33691 -0.91611  0.19
C22 4.67026 -3.84257 -0.90384  -0.86
C23 5.40629 -3.89609 -2.08115  -0.46
C24 4.85568 -3.44070 -3.27005  -0.70
C25 3.56708 -2.92558 -3.28155  -0.21
C26 -0.35792 -3.00071 -1.19025  0.19
C27 -0.23199 -3.26425 0.17585  0.27
C28 -1.20893 -3.99002 0.83896  -0.45
C29 -2.32111 -4.45555 0.14507  -0.77
C30 -2.46992 -4.17198 -1.20522  -0.49
C31 -1.48945 -3.44630 -1.87067  -0.57
H28 0.63779 -1.64508 -3.54999  -0.25
H29 2.81283 -3.31711 0.00882  0.27
H30 5.09852 -4.20907 0.01958  0.44
H31 6.40923 -4.30135 -2.07184  0.41
H32 5.42692 -3.48855 -4.18718  0.42
H33 3.14939 -2.56775 -4.21588  0.36
H34 0.62078 -2.89248 0.73437  0.08
H35 -1.09571 -4.20352 1.89438  0.44
H36 -3.06880 -5.04802 0.65747  0.42
H37 -3.33581 -4.53203 -1.74459  0.44
H38 -1.60847 -3.24701 -2.92982  0.39

Cartesian forces (eV/Å) of the 6 atoms listed first:
0.1 0.0 -0.1
0.0 0.0 0.0
0.0 0.1 -0.1
0.0 -0.1 0.1
0.0 0.0 0.0
0.0 0.0 0.0

***

Formula: C28H27N6PdSe2
Source: OMol25
Level of theory: ωB97M-V/def2-TZVPD

Summary:
- LUMO level (spin up / spin down) (eV) = -3.86 / -4.29
- relative energy (zero: lowest compared OMol25 entry of this formula, charge and spin) (kJ/mol) = 44.4
- orbital gap (spin up / spin down) (eV) = 6.1 / 6.2
- total energy (eV) = -172578.7635
- HOMO level (spin up / spin down) (eV) = -10.0 / -10.5
- 2S+1 = 3
- charge = +1

Each line ends with the Löwdin spin population.
Atoms and positions in Å:
Pd1 0.33026 0.70103 1.29646  0.58
C1 -0.74924 -4.66807 1.22546  0.00
C2 0.35486 -3.82687 1.27736  0.00
C3 0.18446 -2.46477 1.15696  0.00
C4 -1.09734 -1.92887 0.99046  0.00
C5 -2.20964 -2.77877 0.92646  0.00
C6 -2.02244 -4.14077 1.04026  0.00
N1 -1.21374 -0.55407 0.91916  0.01
N2 -2.34874 -0.04287 0.68916  0.00
C7 -2.36604 1.31943 0.70476  0.01
C8 -3.53584 2.04303 0.42506  0.00
C9 -3.49184 3.42123 0.44756  0.00
C10 -2.30294 4.08613 0.72426  0.00
C11 -1.13254 3.38393 0.99856  0.01
C12 -1.17294 2.01093 1.00646  0.07
H1 -0.61524 -5.73347 1.32596  0.00
H2 1.34786 -4.23057 1.40636  0.00
H3 1.03776 -1.78827 1.18676  0.00
H4 -3.19304 -2.35367 0.79446  0.00
H5 -2.87124 -4.80417 0.98286  0.00
H6 -4.43954 1.50203 0.19346  0.00
H7 -4.38254 3.99093 0.23256  0.00
H8 -2.27824 5.16303 0.71666  0.00
H9 -0.21004 3.91973 1.19526  0.00
Se1 2.20156 2.05163 1.99446  0.37
Se2 1.78166 -0.44697 3.61606  0.55
C13 0.29146 0.32563 4.46766  0.03
C14 0.13486 0.29333 5.85166  0.03
C15 -0.99674 0.85983 6.40106  0.00
C16 -1.92294 1.46693 5.56036  0.03
C17 -1.66904 1.48873 4.20106  0.01
N3 -0.60014 0.91103 3.66936  0.13
C18 3.17486 0.96093 0.77166  0.02
C19 4.45846 1.27603 0.33326  0.01
C20 5.06496 0.43373 -0.57884  0.00
C21 4.37086 -0.68167 -1.03184  0.01
C22 3.10336 -0.92017 -0.52904  0.00
N4 2.51346 -0.12347 0.35436  0.01
H10 0.89766 -0.16637 6.46056  0.00
H11 -1.15284 0.84853 7.47026  0.00
H12 -2.83464 1.90113 5.93596  0.00
H13 -2.33784 1.98113 3.50786  0.00
H14 4.95856 2.15083 0.71926  0.00
H15 6.06586 0.63583 -0.92984  0.00
H16 4.81326 -1.35927 -1.74434  0.00
H17 2.52766 -1.78697 -0.84104  0.00
N5 0.56856 1.36193 -1.01034  0.07
C23 0.48826 0.92493 -2.08064  0.01
N6 0.39116 0.47743 -3.28404  0.01
C24 1.56026 -0.05977 -3.97214  0.00
C25 1.19126 -0.39987 -5.40864  0.00
C26 0.02006 -1.37977 -5.43644  0.00
C27 -1.16504 -0.87797 -4.59004  0.00
C28 -0.88774 0.49303 -3.97634  0.00
H18 1.89716 -0.96607 -3.45164  0.00
H19 2.37526 0.67293 -3.94064  0.00
H20 2.06106 -0.84617 -5.88954  0.00
H21 0.94236 0.50853 -5.95874  0.00
H22 0.35846 -2.34477 -5.05654  0.00
H23 -0.28914 -1.52907 -6.46924  0.00
H24 -1.37654 -1.58487 -3.78704  0.00
H25 -2.06304 -0.79677 -5.20104  0.00
H26 -1.66574 0.75613 -3.25454  0.00
H27 -0.87274 1.26363 -4.75494  0.00

Cartesian forces (eV/Å) of the 6 atoms listed first:
-0.7 1.1 0.1
0.1 0.1 0.0
-0.1 -0.2 0.0
-0.1 0.6 -0.2
0.0 -1.7 0.0
0.2 0.3 0.0

***

Formula: C9H14O
Source: OMol25
Level of theory: ωB97M-V/def2-TZVPD

Summary:
- LUMO level (eV) = 0.90
- relative energy (zero: lowest compared OMol25 entry of this formula, charge and spin) (kJ/mol) = 124.2
- orbital gap (eV) = 9.3
- total energy (eV) = -11606.3493
- structure (SMILES) = Cc1ccc(O)cc1.CC
- HOMO level (eV) = -8.4
- 2S+1 = 1
- charge = 0

Each line ends with the Mulliken charge.
Atoms and positions in Å:
C1 -2.54570 -1.08901 -1.37900  -1.35
C2 -1.52208 0.00853 -1.11249  0.92
C3 -0.20999 -0.45282 -1.07153  -0.79
C4 0.84253 0.52323 -1.07992  -0.75
C5 0.39427 1.82322 -0.90257  0.95
O1 1.30734 2.86112 -1.11383  -0.55
C6 -0.90528 2.26117 -0.90444  -0.53
C7 -1.90446 1.35208 -1.16248  -0.52
H1 -3.43821 -0.51241 -1.70774  0.34
H2 -2.80090 -1.66469 -0.48237  0.28
H3 -2.19611 -1.81192 -2.10980  0.35
H4 0.00415 -1.47110 -0.84199  0.49
H5 1.87115 0.27619 -1.37532  0.27
H6 2.16966 2.48126 -1.31615  0.30
H7 -1.06916 3.34721 -0.74309  0.35
H8 -2.95031 1.64337 -1.37004  0.25
C8 1.31126 -1.26083 3.02628  -0.89
C9 1.99564 -1.04227 1.63661  -0.22
H9 0.20306 -1.35492 2.92513  0.25
H10 1.59587 -2.25990 3.32556  0.27
H11 1.52687 -0.54514 3.83158  0.28
H12 2.77380 -1.76987 1.55521  0.37
H13 2.25356 -0.00523 1.51312  0.25
H14 1.29305 -1.33727 0.85929  -0.30

Cartesian forces (eV/Å) of the 6 atoms listed first:
-0.8 1.1 0.5
-0.4 -2.0 -1.0
1.1 2.8 0.8
-2.0 -1.0 0.0
2.6 0.7 -1.8
0.0 -0.1 0.6

***

Formula: C2H2O2
Source: OMol25
Level of theory: ωB97M-V/def2-TZVPD

Summary:
- LUMO level (eV) = 0.07
- relative energy (zero: lowest compared OMol25 entry of this formula, charge and spin) (kJ/mol) = 226.4
- orbital gap (eV) = 9.5
- total energy (eV) = -6197.7075
- HOMO level (eV) = -9.4
- 2S+1 = 1
- charge = 0

Each line ends with the Mulliken charge.
Atoms and positions in Å:
O1 -1.62844 -0.24666 0.66519  -0.36
C1 -0.54183 0.21199 0.76576  0.28
C2 0.64777 -0.70141 -0.99962  -0.23
O2 0.32682 0.39044 -0.32411  -0.16
H1 -0.06931 0.60993 1.67251  0.31
H2 1.28347 -0.26894 -1.80873  0.15

Forces on the atoms, in the same order (eV/Å):
0.7 0.3 0.0
-0.6 -0.2 0.2
0.0 0.4 0.0
0.1 -0.3 -0.3
-0.1 0.0 -0.1
-0.1 -0.1 0.1